Entry 1:
# C24H26N6O3RuS2

C24H26N6O3RuS2 as an isolated structure (ωB97M-V/def2-TZVPD, the OMol25 dataset).

XYZ file:
```
62
Properties=species:S:1:pos:R:3
Ru -0.110 -0.640 1.178
N -3.088 -3.999 1.258
C -2.097 -3.139 0.976
S -1.246 -2.465 2.349
N -1.854 -2.912 -0.290
N -0.870 -2.003 -0.504
C -0.346 -1.920 -1.677
C -0.704 -2.790 -2.822
C 0.289 -3.550 -3.435
C -0.026 -4.373 -4.506
C -1.328 -4.425 -4.980
C -2.319 -3.662 -4.376
C -2.012 -2.854 -3.293
C 0.684 -0.864 -1.843
C 1.174 -0.486 -3.084
C 2.123 0.524 -3.151
C 2.561 1.129 -1.985
C 2.022 0.708 -0.782
N 1.108 -0.262 -0.720
H -3.265 -4.279 2.205
H -3.529 -4.492 0.500
H 1.307 -3.509 -3.066
H 0.746 -4.972 -4.969
H -1.573 -5.062 -5.819
H -3.335 -3.703 -4.745
H -2.788 -2.279 -2.807
H 0.810 -0.973 -3.976
H 2.515 0.834 -4.110
H 3.302 1.915 -1.997
H 2.321 1.146 0.164
C -1.662 2.647 -0.197
C -2.349 1.767 0.841
C -3.807 2.125 1.031
O -2.222 0.375 0.458
C -1.561 1.867 2.152
O -1.846 2.665 3.015
O -0.516 1.082 2.211
H -2.183 2.577 -1.154
H -0.622 2.342 -0.335
H -1.680 3.689 0.122
H -4.339 2.064 0.079
H -3.891 3.140 1.414
H -4.275 1.449 1.745
H -2.640 0.234 -0.400
N 1.024 -0.572 4.763
C 1.629 0.059 3.762
S 2.126 -0.858 2.382
N 1.806 1.373 3.860
C 2.414 2.212 2.875
C 1.700 3.317 2.434
C 2.271 4.160 1.493
C 3.538 3.895 0.992
C 4.247 2.793 1.454
C 3.692 1.952 2.408
H 0.830 -1.555 4.670
H 0.701 -0.089 5.587
H 1.241 1.858 4.544
H 0.696 3.493 2.806
H 1.719 5.026 1.150
H 3.982 4.557 0.261
H 5.248 2.598 1.093
H 4.258 1.116 2.794
```

* orbital gap (spin up / spin down): 7.53 / 6.55 eV
* <S²>: 8.7626
* E_HOMO (spin up / spin down): -10.76 / -11.02 eV
* multiplicity: 6
* total charge: +1
* LUMO (spin up / spin down): -0.1189 / -0.1642 Ha

***

Entry 2:
# C24H26N8O2PSSm

C24H26N8O2PSSm as an isolated structure at a distorted geometry (ωB97M-V/def2-TZVPD, the OMol25 dataset).

XYZ file:
```
63
Properties=species:S:1:pos:R:3
Sm 0.745 -0.900 0.052
C 2.396 4.057 2.434
N 1.818 2.721 2.382
C 0.982 2.185 3.316
C 0.731 0.902 2.923
N 1.414 0.648 1.766
C 2.056 1.772 1.446
P 3.160 2.034 -0.001
C 3.886 0.358 -0.008
N 3.238 -0.808 -0.003
C 4.203 -1.779 0.002
C 5.437 -1.195 -0.005
N 5.224 0.150 -0.010
C 6.255 1.182 -0.018
C 2.001 1.762 -1.408
N 1.331 0.644 -1.694
C 0.664 0.872 -2.865
C 0.945 2.136 -3.299
N 1.789 2.683 -2.378
C 2.376 4.015 -2.458
H 2.027 4.564 3.321
H 2.114 4.637 1.556
H 3.481 4.008 2.490
H 0.635 2.744 4.169
H 0.113 0.152 3.387
H 3.952 -2.827 0.008
H 6.425 -1.623 -0.006
H 7.232 0.709 -0.022
H 6.173 1.809 0.867
H 6.164 1.804 -0.907
H 0.047 0.115 -3.320
H 0.612 2.675 -4.170
H 1.996 4.512 -3.345
H 3.461 3.959 -2.530
H 2.112 4.605 -1.583
C -6.605 -5.090 -0.015
C -5.215 -4.532 0.001
C -4.556 -4.275 1.205
C -3.297 -3.705 1.222
C -2.689 -3.419 0.006
C -3.299 -3.690 -1.213
C -4.560 -4.255 -1.202
S -1.228 -2.462 0.027
O -0.934 -1.881 -1.308
O 0.012 -3.102 0.497
N -1.351 -1.214 1.025
C -1.926 -0.058 0.492
C -3.288 0.119 0.248
C -3.735 1.370 -0.123
C -2.820 2.411 -0.276
C -1.484 2.124 -0.118
N -1.031 0.916 0.234
H -6.995 -5.226 0.991
H -6.622 -6.054 -0.525
H -7.276 -4.426 -0.561
H -5.036 -4.525 2.143
H -2.793 -3.485 2.154
H -2.788 -3.457 -2.138
H -5.044 -4.487 -2.142
H -3.973 -0.708 0.381
H -4.790 1.542 -0.286
H -3.150 3.410 -0.520
H -0.723 2.879 -0.288
```

* orbital gap (spin up / spin down): 8.66 / 9.06 eV
* <S²>: 8.7589
* E_HOMO (spin up / spin down): -14.23 / -14.23 eV
* multiplicity: 6
* total charge: +2
* LUMO (spin up / spin down): -0.2045 / -0.1899 Ha

***

Entry 3:
# C24H26O22Pd3

C24H26O22Pd3 as an isolated structure at a distorted geometry (ωB97M-V/def2-TZVPD, the OMol25 dataset).

XYZ file:
```
75
Properties=species:S:1:pos:R:3
Pd -2.847 0.141 3.091
Pd 4.740 -2.448 0.483
Pd 4.557 0.516 -1.198
C 0.361 0.597 0.004
C -0.657 0.225 0.979
C -0.529 -1.170 1.744
O -1.153 -1.205 2.791
C 0.521 -2.078 1.237
C 1.445 -1.697 0.285
C 1.368 -0.324 -0.305
O 2.304 0.137 -1.027
O 2.450 -2.464 0.119
O -1.666 0.813 1.358
H 0.175 1.555 -0.465
H 0.572 -2.991 1.812
C 4.414 5.900 -0.365
C 2.890 5.856 -0.204
O 2.587 4.500 -0.325
C 3.704 3.788 -0.423
O 3.813 2.668 -0.855
O 4.786 4.525 -0.020
H 4.925 6.656 0.226
H 4.586 6.256 -1.383
H 2.417 6.475 -0.965
H 2.682 6.297 0.775
C 0.040 -6.229 0.585
C 1.032 -6.791 1.549
O 1.591 -7.946 0.930
C 1.335 -7.836 -0.436
O 1.729 -8.529 -1.297
O 0.469 -6.783 -0.632
H 0.068 -5.144 0.678
H -0.907 -6.671 0.904
H 0.578 -7.309 2.398
H 1.804 -6.076 1.841
C -1.720 -5.561 5.557
C -1.511 -4.498 4.468
O -2.778 -4.682 3.769
C -3.205 -5.881 4.010
O -4.131 -6.365 3.324
O -2.558 -6.508 4.969
H -2.321 -5.202 6.402
H -0.840 -5.920 6.092
H -0.596 -4.769 3.949
H -1.607 -3.591 5.059
C -1.528 5.373 -0.381
C -0.836 4.512 0.606
O -0.914 5.333 1.763
C -0.848 6.611 1.312
O -0.688 7.647 2.017
O -1.153 6.705 0.013
H -2.611 5.293 -0.453
H -1.120 5.222 -1.380
H 0.128 4.033 0.437
H -1.416 3.589 0.699
C -2.695 0.324 -2.969
C -1.700 -0.685 -2.469
O -2.560 -1.695 -1.965
C -3.803 -1.521 -2.394
O -4.760 -2.141 -2.039
O -3.812 -0.497 -3.279
H -2.386 0.813 -3.894
H -2.875 1.128 -2.252
H -1.316 -0.124 -1.617
H -1.023 -1.077 -3.225
C 0.724 3.510 -4.793
C 1.054 2.533 -3.654
O -0.137 2.555 -2.861
C -1.044 3.375 -3.464
O -2.106 3.695 -2.916
O -0.675 3.796 -4.630
H 0.849 2.922 -5.700
H 1.347 4.401 -4.843
H 1.992 2.619 -3.103
H 0.998 1.517 -4.053
```

* orbital gap (spin up / spin down): 5.91 / 2.85 eV
* <S²>: 12.0406
* E_HOMO (spin up / spin down): -17.93 / -17.93 eV
* multiplicity: 7
* total charge: +4
* ΔE to the lowest compared entry with this formula, charge and spin: 27.0 kcal per mole
* LUMO (spin up / spin down): -0.4418 / -0.5543 Ha

***

Entry 4:
# C24H27BCl3GeN9PtS2

C24H27BCl3GeN9PtS2 as an isolated structure (ωB97M-V/def2-TZVPD, the OMol25 dataset).

XYZ file:
```
68
Properties=species:S:1:pos:R:3
Pt 0.192 0.751 0.341
C 3.029 0.408 1.496
N 2.382 0.897 0.238
C 2.868 0.280 -1.013
C 1.953 -0.825 -1.431
N 0.746 -1.015 -0.902
C 0.249 -2.131 -1.508
C -0.935 -2.882 -1.228
C -1.220 -3.955 -2.144
C -0.319 -4.362 -3.104
C 0.902 -3.698 -3.259
C 1.166 -2.605 -2.446
N 2.247 -1.741 -2.363
C 2.038 -0.281 2.382
N 0.741 -0.205 2.199
C 0.132 -0.850 3.277
C -1.211 -1.004 3.620
C -1.481 -1.670 4.795
C -0.453 -2.175 5.613
C 0.877 -2.014 5.290
C 1.145 -1.332 4.106
N 2.342 -0.953 3.505
H 3.430 1.273 2.027
H 3.871 -0.246 1.263
H 2.540 1.899 0.184
H 3.883 -0.109 -0.898
H 2.897 1.041 -1.797
H -1.764 -2.358 -0.763
H -2.157 -4.488 -2.029
H -0.553 -5.200 -3.746
H 1.612 -4.032 -4.007
H 3.101 -1.792 -2.903
H -2.004 -0.600 3.006
H -2.507 -1.797 5.110
H -0.715 -2.687 6.528
H 1.665 -2.383 5.932
H 3.266 -1.116 3.875
C 2.514 4.763 0.718
N 1.515 4.449 -0.304
C 1.457 5.025 -1.550
C 0.299 4.604 -2.122
N -0.356 3.792 -1.231
B -1.906 3.472 -1.317
N -2.290 2.048 -1.903
C -2.901 1.940 -3.135
C -3.648 0.813 -3.151
N -3.480 0.212 -1.921
C -4.364 -0.828 -1.404
C -2.607 0.953 -1.202
S -2.119 0.536 0.421
C 0.398 3.708 -0.128
S 0.010 2.822 1.316
H 3.250 5.431 0.280
H 3.014 3.861 1.067
H 2.043 5.254 1.566
H 2.213 5.705 -1.902
H -0.134 4.862 -3.072
H -2.347 3.542 -0.211
H -2.343 4.263 -2.099
H -2.807 2.714 -3.875
H -4.327 0.424 -3.889
H -4.619 -1.511 -2.211
H -5.278 -0.379 -1.017
H -3.885 -1.356 -0.585
Cl 1.384 -3.291 1.294
Ge -0.425 -4.083 0.521
Cl -2.056 -3.694 1.760
Cl -0.163 -6.094 0.036
```

* orbital gap (spin up / spin down): 5.54 / 5.69 eV
* <S²>: 0.7558
* E_HOMO (spin up / spin down): -15.88 / -16.04 eV
* multiplicity: 2
* total charge: +3
* ΔE to the lowest compared entry with this formula, charge and spin: 23.2 kcal per mole
* LUMO (spin up / spin down): -0.3799 / -0.3801 Ha

***

Entry 5:
# C24H27BCl5N8OReS

C24H27BCl5N8OReS as an isolated structure (ωB97M-V/def2-TZVPD, the OMol25 dataset).

XYZ file:
```
68
Properties=species:S:1:pos:R:3
Re 0.056 0.366 -0.114
C 2.193 -0.553 3.510
C 2.102 0.130 2.323
N 0.997 -0.262 1.634
N 0.377 -1.192 2.415
C 1.076 -1.380 3.531
B -1.096 -1.621 2.179
N -1.199 -2.165 0.720
C -1.831 -3.244 0.293
C -1.721 -3.323 -1.097
C -0.992 -2.225 -1.455
N -0.666 -1.490 -0.348
N -1.908 -0.315 2.229
C -2.888 0.155 3.012
C -3.141 1.469 2.656
C -2.259 1.733 1.625
N -1.516 0.653 1.356
N -1.478 -2.685 3.150
C -0.922 -3.933 3.252
C -1.342 -4.482 4.429
C -2.148 -3.481 5.015
N -2.216 -2.407 4.258
H 2.957 -0.463 4.261
H 2.768 0.882 1.941
H 0.736 -2.079 4.279
H -2.323 -3.903 0.991
H -2.120 -4.087 -1.741
H -0.688 -1.921 -2.437
H -3.307 -0.475 3.776
H -3.860 2.136 3.098
H -2.118 2.644 1.073
H -0.271 -4.327 2.488
H -1.111 -5.459 4.817
H -2.678 -3.510 5.954
Cl 0.785 2.928 0.213
C 2.295 2.123 -0.186
C 2.097 0.782 -0.375
C 3.220 -0.024 -0.491
Cl 3.026 -1.731 -0.613
C 4.493 0.550 -0.492
Cl 5.871 -0.439 -0.674
C 4.648 1.940 -0.338
Cl 6.201 2.642 -0.349
C 3.527 2.751 -0.153
Cl 3.635 4.433 0.107
C -2.625 1.599 -3.373
S -1.543 2.398 -2.203
C -2.678 3.605 -1.554
O -1.481 1.353 -1.028
H -3.500 1.217 -2.850
H -2.074 0.801 -3.865
H -2.908 2.350 -4.112
H -2.943 4.271 -2.376
H -2.160 4.181 -0.790
H -3.559 3.107 -1.153
C 1.446 2.241 -3.492
C 1.680 0.768 -3.183
C 1.694 -0.025 -4.495
C 0.682 0.057 -2.247
H 2.275 2.621 -4.091
H 1.375 2.866 -2.602
H 0.542 2.383 -4.089
H 2.679 0.679 -2.757
H 0.719 0.014 -4.990
H 1.951 -1.072 -4.330
H 2.427 0.393 -5.185
H 1.032 -0.974 -2.204
H -0.290 0.027 -2.751
```

* orbital gap (spin up / spin down): 5.92 / 5.93 eV
* E_HOMO (spin up / spin down): -14.15 / -14.15 eV
* total charge: +2
* ΔE to the lowest compared entry with this formula, charge and spin: 33.1 kcal per mole
* LUMO (spin up / spin down): -0.3024 / -0.3024 Ha

***

Entry 6:
# C24H27Br2IrN6O3

C24H27Br2IrN6O3 as an isolated structure at a distorted geometry (ωB97M-V/def2-TZVPD, the OMol25 dataset).

XYZ file:
```
63
Properties=species:S:1:pos:R:3
Ir 0.114 0.084 0.034
Br 3.255 -3.733 -4.403
C 2.359 -2.644 -3.200
C 1.284 -1.862 -3.609
C 0.657 -1.062 -2.681
N 1.044 -0.997 -1.398
C 2.071 -1.780 -0.985
C 2.747 -2.601 -1.863
C 2.378 -1.687 0.456
C 3.460 -2.295 1.061
C 3.669 -2.108 2.424
Br 5.111 -2.909 3.270
C 2.787 -1.297 3.134
C 1.731 -0.723 2.464
N 1.509 -0.926 1.158
H 0.940 -1.874 -4.633
H -0.176 -0.435 -2.967
H 3.565 -3.218 -1.523
H 4.153 -2.897 0.491
H 2.929 -1.108 4.189
H 1.033 -0.073 2.971
O 1.582 1.608 0.169
C 1.281 3.028 -0.096
C 1.419 3.332 -1.570
C 0.696 2.302 -2.449
C -0.758 2.174 -2.088
C -1.672 3.018 -2.705
C -3.001 3.021 -2.328
C -3.400 2.162 -1.313
C -2.462 1.335 -0.745
N -1.162 1.311 -1.122
H 2.432 1.399 -0.246
H 1.959 3.615 0.519
H 0.270 3.169 0.271
H 2.473 3.365 -1.858
H 1.024 4.335 -1.742
H 1.203 1.343 -2.378
H 0.771 2.615 -3.490
H -1.320 3.683 -3.484
H -3.710 3.682 -2.809
H -4.424 2.128 -0.970
H -2.736 0.645 0.038
N -2.755 0.780 3.953
C -2.099 1.943 3.894
C -0.750 2.100 2.464
O -0.216 3.131 2.700
O -0.745 1.183 1.642
H -3.664 0.676 3.527
H -2.497 0.081 4.633
H -1.391 2.140 4.690
H -2.657 2.799 3.531
C -0.766 -2.809 2.069
C -1.387 -2.529 0.748
N -1.264 -1.448 -0.029
C -2.075 -1.663 -1.143
C -2.678 -2.864 -1.026
N -2.234 -3.386 0.161
H -0.537 -1.882 2.585
H 0.149 -3.394 1.967
H -1.457 -3.383 2.685
H -2.169 -0.948 -1.936
H -3.378 -3.377 -1.662
H -2.514 -4.273 0.554
```

* orbital gap (spin up / spin down): 7.90 / 7.48 eV
* <S²>: 0.7562
* E_HOMO (spin up / spin down): -16.97 / -17.50 eV
* multiplicity: 2
* total charge: +3
* ΔE to the lowest compared entry with this formula, charge and spin: 2.5 kcal per mole
* LUMO (spin up / spin down): -0.3333 / -0.3683 Ha

***

Entry 7:
# C24H27ClIO2PSbSn

C24H27ClIO2PSbSn as an isolated structure at a distorted geometry (ωB97M-V/def2-TZVPD, the OMol25 dataset).

XYZ file:
```
58
Properties=species:S:1:pos:R:3
C -3.808 2.828 -6.843
C -3.607 1.712 -5.864
H -4.644 2.571 -7.506
H -2.900 2.973 -7.441
H -4.040 3.758 -6.310
O -4.206 0.688 -5.721
I -1.783 2.030 -4.374
Sn -0.809 0.787 -1.886
P 1.428 -0.830 -2.486
C 1.793 -2.628 -2.433
C 1.149 -0.649 -4.286
H 3.138 0.893 -2.433
H 3.722 -0.632 -3.190
H 3.615 -0.485 -1.414
C 3.144 -0.200 -2.362
H 1.004 0.403 -4.551
H 2.037 -1.047 -4.794
H 2.530 -2.852 -3.218
H 0.875 -3.198 -2.623
H 0.263 -1.215 -4.593
H 2.206 -2.920 -1.460
C 0.036 -2.292 0.131
O -0.381 -3.330 -0.126
Cl 0.960 2.450 -1.754
C -0.904 4.707 2.905
C 0.258 4.380 2.197
C 0.517 3.044 1.851
C -0.389 2.050 2.225
C -1.539 2.363 2.957
C -1.792 3.704 3.283
Sb -0.079 0.027 1.414
C 1.880 -0.637 2.187
C 2.808 -1.073 1.238
C 4.079 -1.503 1.637
C 4.413 -1.527 2.992
C 3.477 -1.115 3.947
C 2.204 -0.657 3.546
C -1.690 -1.171 2.333
C -1.374 -2.311 3.077
C -2.336 -3.324 3.237
C -3.608 -3.186 2.660
C -3.942 -1.997 1.988
C -2.986 -0.975 1.849
H -1.112 5.745 3.157
H 0.961 5.156 1.905
H 1.415 2.801 1.269
H -2.230 1.575 3.258
H -2.697 3.946 3.837
H 2.537 -1.076 0.176
H 4.797 -1.814 0.875
H 5.400 -1.873 3.299
H 3.732 -1.143 5.006
H 1.483 -0.326 4.304
H -0.377 -2.444 3.508
H -2.087 -4.234 3.798
H -4.343 -3.997 2.738
H -4.942 -1.872 1.559
H -3.257 -0.056 1.322
```

* orbital gap (spin up / spin down): 4.35 / 4.36 eV
* E_HOMO (spin up / spin down): -17.29 / -17.29 eV
* total charge: +3
* LUMO (spin up / spin down): -0.4752 / -0.4751 Ha